1.
{"formula": "C4H11NO3", "method": "ωB97M-V with the def2-TZVPD basis set", "species": ["O", "C", "C", "C", "C", "O", "N", "H", "H", "H", "H", "H", "H", "H", "H", "H", "H", "H", "O"], "xyz": [[-3.15328, 0.91045, 0.15187], [-2.21139, -0.10486, 0.11923], [-0.76459, -0.02825, 0.46650], [0.06439, -0.89089, -0.52615], [1.50992, -0.89534, 0.04984], [2.11766, 0.44159, 0.18553], [-0.21205, 1.15266, 0.99184], [-2.69228, -1.05596, -0.16330], [-1.85686, -0.43903, 1.33611], [-0.16017, -1.93601, -0.67705], [0.21847, -0.50406, -1.51825], [1.42479, -1.50726, 1.05309], [2.08550, -1.54892, -0.65883], [-0.74754, -1.27251, 2.08448], [0.24815, 1.77368, 0.35634], [-0.54887, 1.50564, 1.79055], [1.42798, 2.24245, -2.21304], [1.95446, 0.87881, -0.86295], [1.29571, 1.27780, -1.96583]], "forces_ev_per_a": [[5.870, -5.010, 0.104], [-7.465, 4.883, -0.566], [1.003, 1.811, -0.437], [1.293, 0.260, 1.641], [1.639, 0.739, 1.246], [-1.079, -3.468, -0.596], [-0.459, -3.793, -3.884], [0.889, 0.003, -0.253], [2.311, -1.126, 1.524], [-1.000, -0.263, 0.525], [-0.781, 1.313, -0.423], [0.413, 1.490, -1.312], [-0.251, 0.674, 0.440], [-1.056, 1.047, -1.321], [0.855, -0.216, -0.527], [-1.925, 1.655, 3.279], [-0.099, -1.969, 0.467], [-0.505, 0.312, -0.181], [0.345, 1.659, 0.275]], "nbo_charge": [-0.430, 0.055, 0.227, -0.518, -0.050, -0.744, -0.729, 0.224, 0.354, 0.249, 0.340, 0.159, 0.189, 0.068, 0.467, 0.390, 0.451, 0.500, -1.203], "largest_force_ha_per_bohr": 0.1738, "spin_multiplicity": 1, "e_tot_ev": -11947.8354, "total_charge": 0, "de_lowest_kcal_mol": 283.0, "orbital_gap_ha": 0.162}

2.
{"formula": "C4H11NO3", "method": "ωB97M-V with the def2-TZVPD basis set", "species": ["C", "N", "C", "C", "C", "O", "O", "H", "H", "H", "H", "H", "H", "H", "H", "H", "O", "H", "H"], "xyz": [[1.45138, -0.75157, 0.23801], [0.08776, -0.54139, 0.83512], [-0.86314, 0.34554, 0.16302], [-1.43605, -0.23115, -1.17082], [-0.24272, 1.68485, -0.26562], [0.77223, 1.93840, -0.83016], [-1.22817, 2.63121, -0.08438], [2.21900, -0.35240, 0.89502], [1.54090, -0.24517, -0.71539], [1.44405, -1.81393, -0.00352], [-0.23154, -1.47220, 1.04600], [-1.65110, 0.43516, 0.90696], [-1.79210, -1.22642, -0.89263], [-2.19864, 0.38741, -1.62971], [-0.61376, -0.43749, -1.85793], [-0.89989, 3.39325, -0.57262], [1.13925, -3.62135, 0.91702], [1.16033, -3.41137, 1.85617], [0.43839, -4.27782, 0.83862]], "forces_ev_per_a": [[-1.638, 0.078, -0.592], [1.588, 0.628, -0.288], [0.982, -1.102, -0.318], [0.694, -0.766, 0.886], [-2.295, -0.015, 0.907], [0.615, -0.055, -0.082], [0.680, -0.359, -0.165], [0.189, -0.440, 0.067], [0.047, 0.265, -0.077], [1.086, 0.269, 0.364], [-0.860, 0.187, -0.133], [-0.252, 0.759, -0.359], [-0.523, 0.143, -0.228], [-0.121, -0.010, -0.024], [-0.017, 0.358, -0.131], [-0.029, 0.500, -0.017], [-0.342, -0.403, 0.168], [0.125, 0.034, 0.061], [0.071, -0.071, -0.038]], "nbo_charge": [-0.453, -0.647, -0.139, -0.623, 0.798, -0.582, -0.695, 0.192, 0.202, 0.226, 0.362, 0.221, 0.208, 0.220, 0.215, 0.485, -0.938, 0.475, 0.473], "largest_force_ha_per_bohr": 0.0480, "spin_multiplicity": 1, "e_tot_ev": -11958.4954, "total_charge": 0, "de_lowest_kcal_mol": 37.2, "smiles": "CN[C@H](C)C(=O)O.O", "orbital_gap_ha": 0.335}

3.
{"formula": "C4H11NO3", "method": "ωB97M-V with the def2-TZVPD basis set", "species": ["C", "N", "C", "O", "C", "C", "O", "H", "H", "H", "H", "H", "H", "H", "H", "H", "O", "H", "H"], "xyz": [[-0.10244, -1.63522, -2.36403], [-0.36611, -0.28618, -1.82306], [-0.74109, -0.18560, -0.40836], [-0.74183, -1.15328, 0.34165], [-0.72967, 1.23287, 0.13125], [0.25670, 1.41632, 1.38788], [0.26039, 2.73742, 1.80095], [-0.47454, -1.61452, -3.39931], [0.91599, -1.92607, -2.33508], [-0.62192, -2.45209, -1.91138], [-0.09603, 0.42898, -2.45510], [-1.72044, 1.49771, 0.49472], [-0.53305, 2.00158, -0.58972], [1.27275, 1.12805, 1.16490], [-0.08812, 0.82278, 2.33687], [-0.51369, 2.96329, 2.28005], [1.42568, -1.40449, 1.85253], [0.80385, -1.56027, 1.16046], [1.79356, -2.01127, 2.33478]], "forces_ev_per_a": [[-1.126, 1.019, -1.116], [-1.174, -2.737, 3.368], [2.903, 0.771, -2.085], [-0.881, 0.501, -1.367], [-0.071, -0.280, 1.663], [-2.054, -1.626, 1.244], [1.457, 1.357, -0.877], [0.433, -0.154, 0.127], [1.242, 0.068, -0.061], [-0.711, 0.018, 0.836], [-0.140, 1.058, 0.300], [-0.269, -0.232, 0.190], [0.523, 0.159, -0.646], [0.157, -0.110, -0.187], [0.546, 0.263, -2.236], [-1.064, 0.068, 0.584], [-1.658, 6.912, -2.963], [-0.702, -1.155, -0.270], [2.588, -5.899, 3.496]], "nbo_charge": [-0.424, -0.646, 0.716, -0.642, -0.537, -0.036, -0.720, 0.196, 0.193, 0.224, 0.402, 0.223, 0.218, 0.197, 0.182, 0.466, -0.980, 0.503, 0.464], "largest_force_ha_per_bohr": 0.1498, "spin_multiplicity": 1, "e_tot_ev": -11957.8610, "total_charge": 0, "de_lowest_kcal_mol": 51.9, "smiles": "CNC(=O)CCO.O", "orbital_gap_ha": 0.393}

4.
{"formula": "C4H11NO3", "method": "ωB97M-V with the def2-TZVPD basis set", "species": ["C", "C", "C", "O", "N", "C", "O", "H", "H", "H", "H", "H", "H", "H", "H", "H", "O", "H", "H"], "xyz": [[0.35804, 2.60796, -0.51151], [0.55524, 1.08014, -0.63809], [-0.66350, 0.37596, -0.08765], [-1.48514, 0.80193, 0.68870], [-0.71379, -1.00639, -0.35753], [0.11295, -1.95030, -1.07138], [1.35794, -2.14755, -0.41346], [0.08928, 2.91873, 0.50286], [1.26677, 3.11047, -0.82289], [-0.46111, 2.98974, -1.11805], [1.34708, 0.72558, 0.01324], [0.55392, 0.89138, -1.71062], [-1.37701, -1.42040, 0.27680], [-0.38694, -2.88750, -1.26676], [0.43022, -1.38619, -1.95743], [1.26636, -2.19149, 0.52434], [-0.71217, -1.19169, 2.68508], [-0.11969, -0.54569, 3.07384], [-1.41844, -0.77468, 2.19052]], "forces_ev_per_a": [[0.075, -0.089, 0.430], [-2.239, 1.757, 0.209], [0.982, -2.534, -0.275], [-0.279, 0.800, 0.127], [-1.246, -0.056, 0.431], [1.514, 2.709, 0.358], [0.490, -0.337, -1.115], [0.313, -0.209, -0.030], [0.132, 0.191, 0.032], [-0.010, -0.271, -0.281], [0.597, -0.179, -0.683], [0.954, -0.639, 0.101], [-0.166, -0.180, -0.146], [-0.377, -0.019, -0.054], [-0.271, -0.871, -0.412], [-0.515, -0.159, 1.067], [0.333, -1.174, 0.288], [-0.389, 0.385, -0.198], [0.102, 0.873, 0.152]], "nbo_charge": [-0.605, -0.515, 0.715, -0.631, -0.656, 0.093, -0.736, 0.222, 0.208, 0.212, 0.247, 0.228, 0.387, 0.183, 0.175, 0.477, -0.969, 0.478, 0.487], "largest_force_ha_per_bohr": 0.0607, "spin_multiplicity": 1, "e_tot_ev": -11958.8602, "total_charge": 0, "de_lowest_kcal_mol": 28.8, "smiles": "CCC(=O)NCO.O", "orbital_gap_ha": 0.392}

5.
{"formula": "C4H11NO3", "method": "ωB97M-V with the def2-TZVPD basis set", "species": ["C", "C", "N", "C", "C", "O", "O", "H", "H", "H", "H", "H", "H", "H", "H", "H", "H", "H", "O"], "xyz": [[-3.03902, -0.46429, -1.27114], [-1.50598, -0.12182, -1.00440], [-1.30923, 0.16011, 0.44207], [-0.46287, 1.37980, 0.63654], [0.96391, 1.28186, 0.28602], [1.44619, -0.10718, 0.59314], [1.69166, 1.96767, -0.29822], [-3.19028, -0.96183, -2.27847], [-3.55674, 0.39929, -1.05196], [-3.58780, -1.03112, -0.46056], [-1.20754, 0.70509, -1.68549], [-0.87911, -0.99344, -1.09087], [-0.94532, -0.62922, 0.93094], [-0.92100, 2.10911, 0.07784], [-0.52283, 1.64014, 1.78880], [2.34404, -0.17561, 0.31515], [2.01632, -2.03394, 0.50998], [2.24656, -3.28351, -0.21084], [2.06616, -3.02537, 0.72743]], "forces_ev_per_a": [[0.742, -2.498, 0.426], [-2.231, -0.200, 0.829], [3.092, 2.076, -3.039], [-1.994, -1.013, 4.674], [2.486, -5.584, -0.283], [-3.187, 2.439, 0.470], [0.117, 2.111, -0.375], [0.119, 0.974, 1.307], [-1.082, 2.519, -0.875], [1.407, -0.530, -0.799], [-0.035, -0.426, 0.889], [0.244, -0.637, -0.608], [-0.335, -1.066, 1.141], [-0.861, 2.037, -1.150], [0.175, -0.293, -2.187], [1.466, 0.432, -0.424], [-0.133, -2.153, 1.255], [-0.074, -0.627, 1.154], [0.083, 2.438, -2.405]], "nbo_charge": [-0.616, -0.269, -0.086, -0.387, 0.791, -0.776, -0.417, 0.272, 0.231, 0.248, 0.247, 0.270, 0.427, 0.259, 0.301, 0.507, 0.444, 0.466, -0.911], "largest_force_ha_per_bohr": 0.1190, "spin_multiplicity": 2, "e_tot_ev": -11948.5293, "total_charge": 1, "de_lowest_kcal_mol": 57.9, "s2": 0.755, "orbital_gap_ha": [0.399, 0.208]}

6.
{"formula": "C4H11NO3PS", "method": "ωB97M-V with the def2-TZVPD basis set", "species": ["C", "C", "C", "N", "S", "C", "P", "O", "O", "O", "H", "H", "H", "H", "H", "H", "H", "H", "H", "H", "H"], "xyz": [[-0.01208, -1.46302, 2.43910], [-0.85162, -0.98983, 1.30279], [-1.10158, -1.95268, 0.23155], [-1.36461, 0.21706, 1.33675], [-0.46600, 1.44991, 0.85067], [-0.46334, 1.43675, -0.97295], [1.19705, 1.88146, -1.59435], [1.51480, 3.15349, -1.03202], [1.07732, 1.94684, -3.16935], [2.25641, 0.78996, -1.15361], [-0.11268, -0.75447, 3.24690], [-0.41672, -2.41893, 2.75446], [1.01507, -1.55814, 2.09427], [-1.67326, -1.52969, -0.58107], [-0.17864, -2.38735, -0.13847], [-1.69255, -2.78638, 0.60600], [0.84813, 1.18948, 1.10169], [-1.16623, 2.19466, -1.29333], [-0.82002, 0.47582, -1.32981], [0.48570, 1.22581, -3.45622], [1.92483, -0.12074, -1.24303]], "forces_ev_per_a": [[-0.667, 0.498, -0.259], [0.142, -0.180, 0.840], [-0.916, -0.119, -0.546], [1.287, -0.043, -0.950], [-1.204, 1.165, 0.360], [0.717, -1.008, -0.118], [-0.263, 0.700, -0.559], [0.668, 1.907, 1.213], [-0.680, -1.295, 0.173], [-0.758, -1.167, 0.037], [0.304, 0.106, 0.278], [0.322, -0.369, 0.085], [0.224, -0.267, 0.128], [-0.085, 0.184, -0.222], [0.309, -0.099, 0.117], [-0.003, -0.238, 0.204], [-0.108, -0.316, -0.170], [-0.053, 0.295, 0.022], [-0.145, -0.255, 0.158], [0.362, 0.363, -0.629], [0.547, 0.139, -0.161]], "nbo_charge": [-0.731, 0.611, -0.747, -0.794, 0.987, -1.013, 2.358, -1.065, -0.930, -0.955, 0.258, 0.275, 0.268, 0.244, 0.269, 0.298, 0.119, 0.304, 0.248, 0.499, 0.499], "largest_force_ha_per_bohr": 0.0458, "spin_multiplicity": 1, "e_tot_ev": -32075.7539, "total_charge": 1, "de_lowest_kcal_mol": 41.7, "orbital_gap_ha": 0.323}